# C3H9OSi

A gas-phase ion, C3H9OSi (charge +1) at a distorted geometry (ωB97M-V with the def2-TZVPD basis set, the OMol25 dataset).

Atoms and positions in Å:
C1 -1.092 0.020 0.266
C2 -2.480 0.604 -0.195
C3 2.479 -0.878 0.404
O1 0.057 0.526 -0.474
Si1 1.523 0.134 -0.858
H1 -1.041 0.600 1.142
H2 -1.026 -1.026 0.426
H3 -3.101 0.168 0.553
H4 -2.531 1.603 -0.027
H5 -2.661 0.644 -1.232
H6 3.387 -1.280 -0.074
H7 2.643 -0.381 1.382
H8 1.961 -1.780 0.586
H9 1.882 1.046 -1.898

Calculated values
gap between HOMO and LUMO: 9.5 eV
LUMO: -5.863 eV
2S+1: 1
ΔE to the lowest compared entry with this formula, charge and spin: 0.0 kcal per mole
total charge: +1


# C3H9S

2 unconnected molecules or ions with the total composition C3H9S at a distorted geometry (ωB97M-V with the def2-TZVPD basis set, the OMol25 dataset).

Atoms and positions in Å:
C1 -1.624 0.989 1.358
C2 -0.151 1.208 1.705
H1 -2.086 0.264 2.051
H2 -2.405 1.880 1.321
H3 -1.775 0.437 0.401
H4 -0.007 1.945 2.639
H5 0.469 1.652 0.887
H6 0.297 0.346 2.036
C3 1.567 -1.705 -2.532
S1 0.208 -1.566 -1.225
H7 2.641 -1.306 -2.446
H8 1.104 -1.366 -3.500
H9 1.763 -2.778 -2.696

Calculated values
gap between HOMO and LUMO: 6.2 eV
LUMO: 4.109 eV
2S+1: 1
ΔE to the lowest compared entry with this formula, charge and spin: 29.2 kcal per mole
total charge: -1


# C3H9S

2 unconnected molecules or ions with the total composition C3H9S at a distorted geometry (ωB97M-V with the def2-TZVPD basis set, the OMol25 dataset).

Atoms and positions in Å:
C1 -1.172 -0.085 1.534
C2 -0.704 0.934 0.452
H1 -2.252 -0.150 1.304
H2 -1.023 0.290 2.601
H3 -0.647 -1.037 1.412
H4 -1.113 2.054 0.535
H5 0.366 1.136 0.395
H6 -0.940 0.764 -0.612
C3 1.397 -0.719 -1.449
S1 2.478 -1.905 -2.322
H7 1.962 -0.449 -0.587
H8 1.277 0.310 -1.997
H9 0.370 -1.143 -1.265

Calculated values
gap between HOMO and LUMO (spin up / spin down): 10.3 / 7.0 eV
LUMO (spin up / spin down): 0.947 / -1.859 eV
2S+1: 2
ΔE to the lowest compared entry with this formula, charge and spin: 13.9 kcal per mole


# C3H9S2

2 unconnected molecules or ions with the total composition C3H9S2 (ωB97M-V with the def2-TZVPD basis set, the OMol25 dataset).

Atoms and positions in Å:
S1 0.547 -2.449 0.111
H1 0.795 -3.757 -0.058
C1 -0.451 0.455 -1.580
C2 -1.133 0.541 -0.227
S2 -0.319 1.698 0.918
C3 0.973 0.600 1.578
H2 -0.990 -0.259 -2.207
H3 0.569 0.086 -1.488
H4 -0.454 1.437 -2.059
H5 -1.098 -0.426 0.279
H6 -2.170 0.855 -0.350
H7 0.606 -0.069 2.349
H8 1.390 0.016 0.758
H9 1.734 1.272 1.977

Calculated values
gap between HOMO and LUMO: 6.2 eV
LUMO: 3.357 eV
2S+1: 1
ΔE to the lowest compared entry with this formula, charge and spin: 4.7 kcal per mole
total charge: -1


# C3H9S3

2 unconnected molecules or ions with the total composition C3H9S3 at a distorted geometry (ωB97M-V with the def2-TZVPD basis set, the OMol25 dataset).

Atoms and positions in Å:
C1 0.268 1.857 -1.395
C2 0.372 0.339 -1.272
C3 -0.919 -0.189 -0.603
S1 -1.087 0.420 1.065
H1 -0.493 2.131 -2.133
H2 1.233 2.307 -1.712
H3 -0.039 2.354 -0.402
H4 0.425 -0.037 -2.346
H5 1.184 0.178 -0.593
H6 -0.806 -1.282 -0.635
H7 -1.775 0.199 -1.118
S2 1.550 -2.292 2.567
S3 -0.535 -2.781 2.671
H8 1.606 -1.616 3.713
H9 -0.985 -1.588 2.193

Calculated values
gap between HOMO and LUMO: 5.9 eV
LUMO: 3.115 eV
2S+1: 1
ΔE to the lowest compared entry with this formula, charge and spin: 12.6 kcal per mole
total charge: -1


# C3HAgFO2

A molecular structure, C3HAgFO2 at a distorted geometry (ωB97M-V with the def2-TZVPD basis set, the OMol25 dataset).

Atoms and positions in Å:
H1 -0.673 -1.680 0.694
O1 -0.930 0.649 -0.708
O2 0.846 -0.214 0.161
C1 -1.462 -0.001 0.308
C2 -0.287 -0.616 0.978
C3 0.471 0.536 -0.794
F1 -0.081 -0.340 2.253
Ag1 2.117 1.667 -2.892

Calculated values
gap between HOMO and LUMO: 7.4 eV
LUMO: -6.489 eV
2S+1: 1
ΔE to the lowest compared entry with this formula, charge and spin: 64.6 kcal per mole
total charge: +1


Which of these has the highest 2S+1?
number 3